(1)
Formula: C27H54O27
Source: OMol25
Level of theory: ωB97M-V/def2-TZVPD

As for the lowest unoccupied orbital energy: 0.463 eV.

Geometry as XYZ:
```
108
Properties=species:S:1:pos:R:3:forces:R:3:mulliken_charge:R:1
C 35.206 6.888 41.114 -3.86 -3.60 -3.65 -0.4495
O 34.587 7.415 42.319 0.36 -0.84 -1.89 -0.1728
C 35.411 8.120 43.045 -5.79 1.29 3.16 0.7384
O 36.495 8.370 42.779 5.62 1.25 -0.66 -0.4749
O 34.637 8.640 44.110 1.58 0.11 0.07 -0.3172
C 35.480 9.377 45.201 -3.72 0.29 -1.72 -0.6426
H 36.067 6.140 41.208 -1.26 1.41 0.53 0.3764
H 35.307 7.457 40.081 0.09 0.13 2.93 0.0553
H 34.138 6.186 40.708 3.45 1.63 1.26 0.0756
H 34.722 9.885 45.950 1.42 -1.03 -1.90 0.1923
H 36.019 10.102 44.575 0.54 -0.38 1.09 0.2594
H 35.891 8.523 45.665 1.52 -0.15 0.72 0.3393
C 29.188 4.934 41.206 -2.16 -2.43 -2.55 -0.7619
O 29.512 6.208 40.948 0.96 5.49 -0.46 -0.2251
C 30.448 6.863 41.664 3.32 -0.23 1.73 0.7827
O 31.291 6.315 42.401 -2.48 0.44 -1.62 -0.6147
O 30.512 8.212 41.454 -0.96 -2.70 -0.37 -0.2760
C 31.543 8.992 42.193 2.03 -6.83 -1.21 -0.7161
H 28.359 4.683 40.310 2.23 0.15 2.91 0.1781
H 28.900 4.798 42.205 -1.46 -0.10 1.36 0.3372
H 30.056 4.339 41.186 1.11 -1.24 -0.83 0.3491
H 32.170 8.409 42.871 -1.19 0.02 0.85 0.4271
H 30.938 9.689 42.408 -3.19 5.88 2.68 0.6321
H 32.247 9.172 41.489 1.87 1.51 -2.54 -0.0372
C 29.710 11.041 39.839 -0.95 -2.15 -1.30 -0.3155
O 30.374 12.136 39.204 0.74 2.09 0.83 -0.3803
C 31.410 12.687 39.908 0.73 -2.29 -2.16 0.7714
O 31.794 12.103 40.887 0.59 1.77 0.63 -0.4671
O 32.050 13.617 39.109 -3.53 -2.24 -0.14 -0.3205
C 33.151 14.274 39.569 -1.37 1.89 1.70 -0.6614
H 30.406 10.023 39.684 -1.99 2.78 1.13 -0.0205
H 28.855 10.998 39.110 0.61 -0.72 0.74 0.2627
H 29.138 11.216 40.844 2.01 -0.20 -1.46 0.2669
H 33.307 15.165 39.013 -0.16 0.81 -0.39 0.3487
H 33.989 13.739 39.564 3.56 -2.71 -0.74 0.0934
H 33.023 14.440 40.608 -0.19 0.98 1.18 0.4457
C 39.525 6.378 34.141 2.56 -5.99 -0.36 -0.8436
O 38.625 7.283 33.851 -6.61 3.10 0.63 -0.2445
C 37.288 6.988 34.284 0.83 -5.47 -1.09 0.6319
O 36.953 5.752 34.488 1.50 5.78 -0.35 -0.5941
O 36.456 8.017 34.250 1.87 -0.47 0.96 -0.0449
C 35.182 7.621 34.749 -2.39 0.87 -2.68 -0.7462
H 39.573 5.421 33.359 0.22 2.71 1.75 0.2328
H 39.535 5.903 35.120 -1.46 -0.35 0.35 0.3692
H 40.403 6.902 34.349 2.17 0.78 -1.17 0.4018
H 34.862 6.825 34.019 -0.47 1.04 0.85 0.4026
H 34.522 8.545 34.819 0.91 -1.18 -0.67 0.0817
H 35.128 7.203 35.698 0.83 -0.81 1.82 0.4182
C 34.189 11.075 37.525 1.04 7.87 -0.91 -0.2355
O 33.902 9.874 37.160 -3.11 -7.88 -2.22 -0.0190
C 33.217 8.977 37.985 0.31 0.41 1.45 0.3189
O 33.130 9.242 39.182 -0.50 -1.21 -2.20 -0.0894
O 32.747 7.828 37.318 1.99 3.69 -0.19 -0.2722
C 31.943 6.830 37.952 0.70 1.95 2.93 -0.4532
H 35.005 11.154 38.165 1.16 -0.13 2.15 0.2744
H 33.339 11.782 37.849 0.97 -1.39 -0.32 0.0224
H 34.742 11.659 36.627 -1.81 -1.40 1.42 -0.1748
H 32.604 6.272 38.638 -0.45 -0.24 -0.47 0.1926
H 31.540 6.297 37.144 -0.65 -0.90 -0.74 0.3775
H 31.190 7.347 38.606 0.33 -0.67 -0.74 0.0276
C 29.537 9.282 36.873 3.52 2.61 -7.50 -0.8998
O 29.495 8.070 35.956 1.03 0.41 -0.50 -0.1994
C 28.330 7.603 35.500 -2.46 2.21 1.29 0.6971
O 27.260 8.054 35.932 1.67 -1.41 -1.25 -0.5985
O 28.476 6.694 34.512 3.36 2.27 3.84 -0.3056
C 27.445 6.263 33.792 -3.68 -3.99 1.32 -0.7538
H 29.112 10.280 36.371 0.56 -2.63 1.23 0.3614
H 30.645 9.454 37.085 -1.40 -0.34 -0.75 0.1815
H 29.168 8.940 37.673 -3.59 -1.74 6.25 0.5408
H 26.469 6.701 33.880 -0.28 0.68 0.90 0.3757
H 27.297 5.127 33.922 0.26 1.57 -0.07 0.2234
H 27.729 6.430 32.863 1.03 0.36 -4.76 0.3287
C 36.347 11.244 34.701 2.12 -5.40 -2.32 -0.4899
O 36.441 12.597 34.708 -0.04 3.46 -1.75 -0.1470
C 36.526 13.167 33.374 0.59 0.86 3.17 0.5932
O 36.380 12.541 32.399 -0.40 -1.01 -1.68 -0.4628
O 36.850 14.489 33.434 0.25 -1.85 2.98 -0.3281
C 36.839 15.244 32.279 3.29 -2.75 -3.14 -0.7204
H 36.261 10.617 35.589 0.30 1.58 1.14 0.0866
H 37.324 10.733 34.237 -1.87 1.22 0.68 0.2933
H 35.533 10.742 34.146 -0.01 1.11 -0.55 0.2854
H 37.237 14.552 31.327 -0.26 2.26 2.47 0.2468
H 37.181 16.259 32.403 1.09 -0.21 0.32 0.2636
H 35.894 15.350 32.032 -4.92 0.65 -1.44 0.3803
C 34.901 11.999 41.891 1.42 -0.79 -1.01 -1.8918
O 35.486 13.229 42.036 2.05 2.97 -0.63 -0.3760
C 36.310 13.671 41.091 1.42 0.23 -4.41 0.5834
O 36.724 13.011 40.102 -1.20 1.71 3.58 -0.3982
O 36.566 15.080 41.130 -3.16 -4.07 2.42 -0.3209
C 37.678 15.535 40.505 -1.19 3.80 -5.25 -0.6269
H 35.410 11.195 42.266 1.47 -1.55 2.95 0.8692
H 34.851 11.491 40.996 0.07 0.50 -3.63 0.5578
H 33.946 12.118 42.112 -4.20 0.11 1.90 0.8612
H 37.738 15.239 39.312 -0.21 0.68 3.05 0.2025
H 38.527 15.248 40.976 2.78 -0.89 1.35 0.3508
H 37.544 16.728 40.583 0.63 -2.70 -0.36 0.2122
C 37.745 10.052 40.074 -1.00 -1.16 -0.24 -0.0977
O 38.970 10.195 39.340 1.53 0.55 -0.31 -0.3355
C 38.913 9.986 38.045 4.74 -0.48 -1.54 0.5569
O 37.997 9.895 37.333 -2.68 -0.32 -1.29 -0.3179
O 40.295 9.859 37.436 -1.39 0.43 3.41 -0.4375
C 40.584 9.364 36.146 -4.53 -0.23 -0.74 -0.4688
H 36.959 9.959 39.238 0.58 0.26 2.03 -0.0121
H 37.582 10.801 40.889 0.32 0.05 -1.56 0.0802
H 37.905 9.134 40.668 -0.54 0.01 -0.61 0.2549
H 40.597 10.157 35.439 -0.02 0.96 -0.62 0.3405
H 39.785 8.652 35.749 0.73 0.84 0.71 -0.0427
H 41.478 8.863 36.046 2.21 -1.04 0.80 0.3917
```
Forces are in eV/Å.

***

(2)
Formula: C27H55FN3O11S3
Source: OMol25
Level of theory: ωB97M-V/def2-TZVPD

As for the lowest unoccupied orbital energy: -3.270 eV. As for the total charge: +1.

Geometry as XYZ:
```
100
Properties=species:S:1:pos:R:3:forces:R:3:mulliken_charge:R:1
C 24.831 -27.589 22.916 -0.54 1.85 -1.51 -1.2097
C 25.897 -26.517 22.528 2.48 2.96 3.29 0.6296
O 26.629 -25.897 23.372 -3.36 -3.21 -3.38 -0.3489
N 26.015 -25.958 21.123 1.62 -4.51 0.79 1.1970
H 25.694 -26.716 20.402 -1.09 -0.06 0.15 0.0835
H 25.371 -25.214 21.197 -1.71 2.49 -0.72 -0.2054
C 27.318 -25.510 20.697 4.58 0.05 -1.13 -0.0918
H 23.795 -27.218 23.183 0.95 0.36 -1.19 0.1032
H 25.053 -27.913 23.865 1.39 -1.09 2.08 0.5063
H 24.747 -28.398 22.202 0.02 0.06 -0.25 0.3135
H 28.179 -26.305 20.550 -2.70 0.25 -0.73 0.2479
H 27.968 -25.148 21.497 -1.17 1.55 0.32 -0.2415
H 27.328 -24.857 19.733 -0.35 -1.22 2.02 0.1368
C 21.962 -21.537 21.851 2.52 -5.90 2.48 -1.0395
C 22.736 -21.934 23.133 0.65 3.15 0.06 0.6362
O 23.099 -21.090 23.929 -0.38 -3.54 -1.11 -0.4287
N 23.013 -23.466 23.184 -2.91 1.74 2.03 0.6224
H 22.043 -23.851 23.263 0.76 0.26 -0.08 0.4677
H 23.337 -23.782 22.274 1.43 -0.42 -1.87 -0.0865
C 23.779 -23.939 24.314 -3.24 0.73 4.22 -1.2181
H 22.262 -20.632 21.727 0.87 6.12 -0.81 0.4198
H 21.001 -21.727 22.182 -2.44 -0.25 -0.69 0.4009
H 22.498 -22.115 21.112 -1.13 -0.64 -0.85 0.2009
H 24.781 -23.842 24.179 2.86 0.72 -0.45 0.5265
H 23.572 -24.999 24.419 -0.10 -0.06 0.30 0.3642
H 23.400 -23.318 25.374 1.25 -1.92 -3.29 0.3222
C 23.145 -25.285 17.242 5.16 2.13 2.46 -0.3741
C 22.288 -25.353 18.348 -7.66 1.37 3.38 0.5857
O 21.055 -25.008 18.263 5.58 -1.81 1.19 -0.5927
N 22.813 -25.872 19.751 0.02 1.42 -0.79 0.6095
H 23.572 -26.690 19.776 -0.19 -0.56 -1.37 0.2330
H 23.482 -25.033 20.136 -1.04 -0.35 -0.31 0.1552
C 21.772 -26.192 20.722 -6.11 0.68 -5.62 -0.9968
H 23.417 -24.259 16.919 -0.70 -0.51 0.04 0.0797
H 22.662 -25.812 16.548 -1.24 -2.10 -3.41 0.5077
H 24.113 -25.673 17.624 -0.30 -0.37 -1.10 -0.1855
H 21.186 -27.225 20.556 1.08 2.24 -1.00 0.3008
H 20.904 -25.399 20.823 1.98 -1.38 -0.45 0.3221
H 22.034 -26.497 21.586 3.23 -1.02 6.37 0.3774
O 24.286 -24.074 20.926 -0.45 1.36 0.50 -1.3354
H 24.487 -23.125 20.756 0.02 -1.18 -0.19 -0.0491
O 24.645 -27.649 19.703 0.55 0.76 0.73 -0.9952
H 24.871 -28.414 19.179 -0.25 -0.20 -0.16 -0.0843
F 29.406 -27.683 29.875 0.35 -0.10 1.10 -0.2905
C 28.825 -27.003 28.920 0.30 2.54 -4.44 0.1376
C 29.404 -25.776 28.353 -7.93 -6.33 -2.27 -0.6972
C 28.792 -25.239 27.221 1.15 1.78 0.11 -0.3769
C 27.727 -25.832 26.639 -4.15 -1.01 -3.70 0.6185
C 27.176 -27.107 27.068 4.00 3.90 1.78 -0.7191
C 27.781 -27.631 28.201 -0.23 -2.67 2.72 -0.1526
H 30.115 -25.329 28.742 6.87 4.01 3.88 0.7978
H 29.160 -24.258 26.794 -0.27 -1.27 0.68 0.3011
H 27.115 -25.308 25.616 2.20 -1.53 3.32 -0.3343
H 26.319 -27.405 26.626 -2.40 -1.54 -1.26 0.5374
H 27.502 -28.651 28.778 0.19 2.30 -1.87 0.1940
C 27.725 -22.351 17.460 0.38 -2.10 2.29 0.1985
C 26.776 -21.235 17.264 0.61 -0.94 3.26 -0.9008
C 25.652 -21.787 16.658 -1.84 -0.30 -4.21 -0.2520
S 26.241 -22.937 15.390 0.50 2.29 -1.81 1.0169
O 26.217 -22.331 14.071 0.50 -0.14 0.98 -0.7053
O 25.562 -24.176 15.518 -0.89 -1.86 0.73 -0.5483
C 27.915 -23.082 16.142 0.44 0.46 -3.25 -0.4232
H 27.350 -22.950 18.372 0.54 0.20 -1.65 -0.4922
H 28.666 -21.998 17.744 1.57 0.55 0.70 0.5414
H 27.222 -20.475 16.800 1.54 3.10 -2.39 0.3884
H 26.302 -20.820 18.125 0.78 0.46 1.54 0.3307
H 24.977 -21.014 16.404 -0.83 0.59 -1.50 0.4824
H 25.090 -22.380 17.254 -1.45 -2.18 2.42 -0.0579
H 28.667 -22.478 15.394 -1.90 -1.39 1.95 0.2997
H 28.118 -24.180 15.973 0.11 1.16 1.03 0.1902
C 27.146 -29.894 17.538 -0.74 2.59 2.47 -0.4096
C 26.255 -29.128 16.540 -4.03 -0.95 3.76 -0.9870
C 26.457 -27.686 16.812 -2.26 3.64 0.53 0.9170
S 28.172 -27.565 17.041 1.02 0.53 -2.92 1.2566
O 28.529 -26.564 17.984 0.26 1.07 1.53 -0.5802
O 28.757 -27.470 15.713 -0.26 0.21 0.31 -0.7568
C 28.513 -29.185 17.558 -1.55 0.33 1.39 -0.9834
H 27.301 -30.837 17.138 -0.09 -2.26 0.17 0.4732
H 26.702 -29.788 18.642 0.71 -0.89 -2.48 0.0747
H 25.084 -29.487 16.764 3.08 1.00 -1.15 0.1963
H 26.572 -29.267 15.586 0.48 -1.11 -2.98 0.5558
H 25.866 -27.241 17.746 1.36 -1.08 -1.88 -0.9393
H 26.316 -26.959 15.910 -0.18 -1.34 1.55 0.4163
H 28.888 -28.967 18.565 0.69 -1.15 -0.36 0.3874
H 29.070 -29.585 16.753 1.50 -0.42 -0.06 0.4283
C 31.564 -25.517 22.913 -2.72 -1.37 1.86 -0.5773
C 30.111 -25.292 23.598 2.36 -5.55 2.57 -0.0413
C 29.767 -23.966 23.520 4.68 1.33 -8.84 -1.2587
S 31.126 -22.999 23.870 0.05 0.60 1.08 1.1997
O 30.945 -22.662 25.262 1.03 -0.20 0.25 -0.6572
O 31.223 -21.946 22.927 0.58 1.22 -1.10 -0.7090
C 32.325 -24.264 23.554 0.57 -3.01 1.51 -0.7709
H 31.237 -25.561 21.809 1.57 0.61 1.39 0.2758
H 31.889 -26.622 23.255 -0.15 2.86 -0.89 0.3080
H 29.988 -25.724 24.680 0.83 0.92 -1.67 0.2034
H 29.380 -25.826 23.109 -1.50 -1.75 -1.36 0.1483
H 29.158 -23.632 24.099 -7.81 3.56 6.67 0.9985
H 29.540 -23.616 22.457 -0.12 -0.63 1.07 0.0809
H 32.701 -24.546 24.642 -0.39 0.41 -2.47 0.3008
H 33.080 -24.004 22.857 0.96 0.93 -0.04 0.4989
```
Forces are in eV/Å.

***

What relative energy (zero: lowest compared OMol25 entry of this formula, charge and spin) values result from the calculations? In sequence: 1502.6 77.2 kJ/mol.
What largest force on an atom values result from the calculations? In sequence: 8.75 10.87 eV Å⁻¹.
What gap between HOMO and LUMO values result from the calculations? In sequence: 10.87 7.58 eV.